The following is a DFT calculation (ωB97M-V with the def2-TZVPD basis set) of 2 unconnected molecules or ions with the total composition C22H36FN2O4PS2.

Calculated total energy   -2507.3900 hartree
Gap between HOMO and LUMO   7.789 eV
Total charge   0
Spin multiplicity   1
HOMO level   -8.01 eV

Atoms and positions in Å:
C1 1.0176 -0.4769 5.1751
C2 0.1637 -1.3443 4.0284
C3 0.1884 -0.4348 2.6628
F1 -0.5642 0.8306 2.9931
P1 -0.7547 -1.2658 1.1736
N1 0.5612 -2.4657 1.1027
C4 -0.5713 -0.7331 -0.6447
C5 0.8404 -1.1275 -1.3702
C6 2.1678 -0.3430 -0.7548
S1 2.7655 1.0766 -1.8657
C7 1.6110 2.5712 -1.5781
S2 0.2984 2.6730 -2.7074
N2 1.8139 3.5496 -0.4425
C8 3.2430 3.5947 0.0511
C9 3.3440 2.4811 1.2939
C10 1.2487 4.9216 -0.7365
C11 -0.3313 5.0335 -0.2022
O1 -2.0570 -0.1500 1.5051
C12 -3.2240 -0.3763 0.6427
O2 -3.6029 -1.5281 0.0848
C13 -4.2395 0.9228 0.3617
C14 -4.8990 1.6157 1.6947
C15 -5.9176 2.9086 1.5387
C16 -6.2019 3.4281 -0.0063
C17 -5.5864 2.7283 -1.3611
C18 -4.5618 1.4157 -1.2036
H1 0.7440 -0.9163 6.2362
H2 2.1686 -0.5332 4.9232
H3 0.7295 0.6573 5.1981
H4 -0.9512 -1.4936 4.3602
H5 0.7064 -2.3732 3.7624
H6 1.2994 -0.1719 2.4085
H7 -1.6400 -2.3660 1.5815
H8 0.4047 -3.2886 1.7287
H9 1.4930 -2.0754 1.3638
H10 -1.4385 -1.1242 -1.3660
H11 -0.6364 0.4590 -0.6575
H12 1.0181 -2.3023 -1.4879
H13 0.7538 -0.7346 -2.4948
H14 2.0611 -0.0441 0.3711
H15 3.0465 -1.1501 -0.7979
H16 4.0582 3.4218 -0.7790
H17 3.5314 4.6329 0.5654
H18 3.3974 3.0832 2.3151
H19 4.2925 1.8001 1.2177
H20 2.3220 1.9045 1.3121
H21 1.3520 5.2338 -1.8815
H22 1.8201 5.7838 -0.1407
H23 -0.4021 5.1051 0.9650
H24 -0.9812 4.1053 -0.5390
H25 -0.8173 5.9870 -0.7271
H26 -4.6885 1.2353 2.7847
H27 -6.3607 3.4067 2.5089
H28 -6.9002 4.3665 -0.1235
H29 -5.8384 3.1601 -2.4440
H30 -4.0942 0.8690 -2.1383
O3 2.8404 -3.8420 -1.4899
C19 2.3279 -4.5230 -2.3627
C20 2.4774 -6.0072 -2.5071
C21 1.9909 -6.2388 -3.9154
C22 0.9978 -5.1230 -4.1091
O4 1.4949 -4.0366 -3.3290
H31 1.8408 -6.5040 -1.7698
H32 3.5196 -6.3120 -2.3875
H33 1.5595 -7.2311 -4.0716
H34 2.8256 -6.1185 -4.6167
H35 -0.0004 -5.3869 -3.7443
H36 0.9235 -4.8203 -5.1577